Here is a single C3H5FN2 molecule from OMol25. Energies are from ωB97M-V/def2-TZVPD.

XYZ file:
```
11
Properties=species:S:1:pos:R:3:lowdin_charge:R:1
N -1.999 -0.325 2.373 0.16
C -1.267 0.055 1.589 -0.22
C -0.270 0.458 0.619 -0.40
N 0.921 -0.290 0.377 0.04
C -1.097 0.573 -0.731 -0.04
F -0.892 2.002 -1.072 -0.12
H -0.007 1.500 0.933 0.16
H 1.207 -0.718 1.295 0.11
H 0.719 -1.032 -0.337 0.10
H -2.151 0.481 -0.715 0.11
H -0.543 -0.036 -1.448 0.11
```

Computed properties:
SMILES: N#C[C@@H](N)CF
2S+1: 1
Max |F|, eV/A: 4.6

=====

Here is a single C3H5FN2O5 molecule from OMol25. Energies are from ωB97M-V/def2-TZVPD.

XYZ file:
```
16
Properties=species:S:1:pos:R:3:lowdin_charge:R:1
C -1.410 -0.191 2.228 -0.04
C 0.156 -0.577 0.352 -0.10
C 0.244 0.052 -1.071 -0.27
N 0.614 1.543 -1.047 -0.34
N 1.245 -0.736 -1.958 -0.35
O 1.596 1.776 -0.321 0.13
O -0.151 2.351 -1.446 0.17
O 1.839 -1.685 -1.491 0.08
O 1.409 -0.216 -3.007 0.19
O -0.732 0.276 1.031 -0.17
F -0.961 -0.055 -1.697 0.12
H -1.914 0.755 2.552 0.11
H -0.682 -0.438 2.977 0.08
H -2.193 -0.929 2.110 0.09
H -0.262 -1.576 0.151 0.16
H 1.202 -0.347 0.636 0.14
```

Computed properties:
2S+1: 3
Max |F|, eV/A: 5.6

=====

Here is a single C3H5FN2OS molecule from OMol25. Energies are from ωB97M-V/def2-TZVPD.

XYZ file:
```
13
Properties=species:S:1:pos:R:3:lowdin_charge:R:1
H -3.060 0.466 -0.256 0.10
N -2.408 -0.330 0.045 0.09
C -1.275 0.148 -0.206 -0.17
N -0.146 -0.826 -0.034 -0.22
O -0.518 -2.075 -0.132 0.01
C 1.143 -0.401 -0.029 -0.84
S 2.294 -1.464 -0.194 0.78
C 1.507 1.028 0.345 -0.25
F 0.990 2.026 -0.413 -0.06
H -0.927 1.239 -0.691 0.19
H -1.473 -2.136 -0.034 0.10
H 1.222 1.096 1.431 0.14
H 2.650 1.228 0.167 0.14
```

Computed properties:
SMILES: [H]/N=C/N(O)C(=S)CF
2S+1: 1
Max |F|, eV/A: 6.9

=====

Here is a single C3H5FN2S2 molecule from OMol25. Energies are from ωB97M-V/def2-TZVPD.

XYZ file:
```
13
Properties=species:S:1:pos:R:3:lowdin_charge:R:1
C -0.196 1.310 2.566 0.13
C -0.578 0.384 1.638 -0.19
F -1.653 -0.519 1.981 -0.03
C 0.175 0.115 0.400 -0.55
N 1.188 0.760 0.103 -0.34
S 2.068 0.316 -1.197 0.76
N -0.223 -1.048 -0.415 -0.43
S -1.343 -0.573 -1.617 0.73
H -0.800 1.311 3.386 0.04
H 0.606 2.015 2.421 0.08
H 1.601 -0.940 -1.528 -0.12
H -0.687 -1.623 0.247 0.04
H -0.585 -0.819 -2.769 -0.12
```

Computed properties:
SMILES: C=C(F)/C(=N/S)NS
2S+1: 1
Max |F|, eV/A: 4.1

=====

no.,total energy (Ha)
1,-326.64095
2,-702.44991
3,-799.98936
4,-1122.97207